w | This record from the OMol25 dataset describes a cluster of 2 separate species, C5H12 in total. The level of theory is wB97M-V/def2-TZVPD.

frontier orbital gap = 11.42 eV
spin multiplicity = 1
SMILES = C=C.CCC
HOMO level = -0.3762 hartree

Each line ends with the natural charge from an NBO analysis.
Positions of all 17 atoms, in Å:
C 2.681 -0.444 -0.767  -0.385
C 2.734 -1.678 -0.301  -0.378
H 3.511 0.240 -0.761  0.197
H 1.716 -0.059 -1.055  0.187
H 3.639 -2.220 -0.063  0.190
H 1.859 -2.314 -0.242  0.188
C -1.741 0.334 -0.945  -0.600
C -1.985 0.326 0.578  -0.392
C -0.830 1.043 1.320  -0.608
H -1.859 1.339 -1.342  0.201
H -0.698 0.054 -1.077  0.192
H -2.381 -0.376 -1.457  0.209
H -2.941 0.760 0.855  0.196
H -2.012 -0.725 0.888  0.190
H -1.086 2.091 1.472  0.202
H 0.000 1.033 0.617  0.199
H -0.606 0.595 2.277  0.212

x | This record from the OMol25 dataset describes the molecule C5H12. The level of theory is wB97M-V/def2-TZVPD.

frontier orbital gap = 12.05 eV
spin multiplicity = 1
SMILES = CC(C)(C)C
HOMO level = -0.4093 hartree

Each line ends with the natural charge from an NBO analysis.
Positions of all 17 atoms, in Å:
C 1.138 0.849 -0.583  -0.604
C -0.015 -0.003 0.017  -0.052
C -1.060 -0.333 -1.070  -0.610
C -0.723 0.693 1.189  -0.605
C 0.684 -1.294 0.490  -0.607
H 1.960 0.901 0.147  0.206
H 0.825 1.849 -0.866  0.205
H 1.511 0.369 -1.491  0.207
H -1.930 -0.887 -0.690  0.209
H -0.648 -1.010 -1.830  0.206
H -1.375 0.596 -1.590  0.208
H -1.200 1.605 0.810  0.206
H -0.021 0.965 2.000  0.209
H -1.536 0.029 1.568  0.208
H 1.246 -1.741 -0.329  0.204
H 1.410 -1.094 1.283  0.205
H 0.010 -2.086 0.807  0.206

Most stable: x (next structure +1.379 eV)

w | This record from the OMol25 dataset describes a cluster of 2 separate species, C5H12 in total. The level of theory is wB97M-V/def2-TZVPD.

frontier orbital gap = 10.98 eV
spin multiplicity = 1
SMILES = C=CC.CC
HOMO level = -0.3553 hartree

Each line ends with the natural charge from an NBO analysis.
Positions of all 17 atoms, in Å:
C -2.382 -0.327 -5.194  -0.407
C -2.577 -1.344 -4.374  -0.165
C -3.928 -1.883 -3.962  -0.646
H -1.416 -0.169 -5.680  0.195
H -3.133 0.359 -5.566  0.189
H -1.743 -1.990 -4.133  0.190
H -3.910 -2.243 -2.937  0.212
H -4.667 -1.087 -4.012  0.211
H -4.156 -2.689 -4.658  0.221
C 3.966 1.871 4.657  -0.616
C 3.033 0.975 5.505  -0.613
H 4.962 1.462 4.528  0.206
H 3.972 2.905 4.998  0.206
H 3.575 1.871 3.637  0.202
H 3.558 0.168 6.028  0.204
H 2.578 1.615 6.267  0.205
H 2.269 0.505 4.896  0.205

x | This record from the OMol25 dataset describes a structure of composition C5H12. The level of theory is wB97M-V/def2-TZVPD.

frontier orbital gap = 8.79 eV
spin multiplicity = 1
HOMO level = -0.2834 hartree

Each line ends with the natural charge from an NBO analysis.
Positions of all 17 atoms, in Å:
C 2.073 -0.170 0.241  -0.601
C 0.685 -0.558 0.741  -0.508
C -0.351 -0.737 -0.333  -0.039
C -0.558 1.399 -0.963  -0.729
C -1.746 -0.856 0.214  -0.708
H 2.085 0.860 -0.134  0.199
H 2.819 -0.238 1.041  0.209
H 2.378 -0.828 -0.578  0.215
H 0.369 0.106 1.569  0.174
H 0.736 -1.566 1.186  0.239
H -0.279 0.231 -1.232  0.241
H -1.531 1.559 -1.433  0.221
H -0.581 1.678 0.089  0.219
H 0.231 1.940 -1.491  0.225
H -1.985 -0.211 1.079  0.179
H -2.508 -0.716 -0.558  0.220
H -1.836 -1.895 0.560  0.245

Most stable: w (next structure +2.736 eV)

w | This record from the OMol25 dataset describes a cluster of 2 separate species, CH3O2S2 in total. The level of theory is wB97M-V/def2-TZVPD.

frontier orbital gap = 5.83 eV
spin multiplicity = 1
charge = -1
HOMO level = -0.0950 hartree

Each line ends with the natural charge from an NBO analysis.
Positions of all 8 atoms, in Å:
C -0.080 0.836 -0.900  -0.292
O 0.480 -0.204 -1.699  -0.653
O -2.010 -0.877 -1.235  -0.930
S 1.576 -1.153 3.388  -1.053
S -0.685 -0.827 -0.643  1.469
H -0.689 1.587 -1.371  0.198
H 0.635 1.110 -0.171  0.204
H 0.772 -0.474 2.631  0.058

x | This record from the OMol25 dataset describes the ion CH3O2S2 with charge -1. The level of theory is wB97M-V/def2-TZVPD.

frontier orbital gap = 7.64 eV
spin multiplicity = 1
charge = -1
SMILES = CS(=O)(=O)[S-]
HOMO level = -0.1373 hartree

Each line ends with the natural charge from an NBO analysis.
Positions of all 8 atoms, in Å:
C 0.134 0.039 -0.080  -0.841
S 2.091 0.202 -0.171  1.921
O 2.641 -0.311 1.071  -1.012
O 2.377 1.611 -0.409  -0.996
S 2.671 -1.038 -1.516  -0.699
H -0.133 0.175 0.957  0.205
H -0.363 0.713 -0.770  0.209
H -0.294 -0.980 -0.262  0.212

y | This record from the OMol25 dataset describes a cluster of 2 separate species, CH3O2S2 in total. The level of theory is wB97M-V/def2-TZVPD.

frontier orbital gap (alpha / beta) = 4.95 / 6.59 eV
spin multiplicity = 1
charge = -1
HOMO level (alpha / beta) = -0.1257 / -0.1237 hartree

Each line ends with the natural charge from an NBO analysis.
Positions of all 8 atoms, in Å:
C -0.522 0.563 0.005  -0.825
O -0.534 -1.855 -1.019  -0.941
O 0.141 -1.701 1.226  -0.925
S 2.610 1.689 -0.194  -0.847
S 0.256 -1.104 -0.111  1.811
H -0.425 0.944 -0.969  0.229
H -1.615 0.328 0.254  0.212
H 0.088 1.136 0.809  0.286

Most stable: x (next structure +2.180 eV)

w | This record from the OMol25 dataset describes a structure of composition C3H7FS. The level of theory is wB97M-V/def2-TZVPD.

frontier orbital gap = 8.79 eV
spin multiplicity = 1
HOMO level = -0.3290 hartree

Each line ends with the natural charge from an NBO analysis.
Positions of all 12 atoms, in Å:
C -0.279 1.450 -0.154  -0.668
C -0.254 -0.007 0.596  -0.412
C 0.729 -1.052 0.103  0.009
H 0.377 1.155 -1.239  0.239
H 0.660 2.033 0.642  0.213
H -1.418 1.982 -0.230  0.271
H -0.380 0.105 1.824  0.256
H -0.926 -1.179 -1.455  0.129
H 0.681 -1.903 1.067  0.205
H 0.691 -1.560 -0.957  0.208
F 1.995 -0.396 -0.145  -0.398
S -1.876 -0.629 -0.054  -0.052

x | This record from the OMol25 dataset describes the molecule C3H7FS. The level of theory is wB97M-V/def2-TZVPD.

frontier orbital gap = 9.84 eV
spin multiplicity = 1
SMILES = C[C@@H](F)CS
HOMO level = -0.3289 hartree

Each line ends with the natural charge from an NBO analysis.
Positions of all 12 atoms, in Å:
C -1.486 -0.395 -0.132  -0.647
C -0.174 0.302 -0.317  0.200
F -0.342 1.636 0.318  -0.402
C 0.907 -0.426 0.501  -0.564
S 2.444 0.232 -0.094  -0.070
H -2.054 0.557 -0.268  0.246
H -1.590 -0.933 0.933  0.211
H -1.667 -1.135 -0.853  0.219
H 0.004 0.402 -1.372  0.195
H 0.946 -0.414 1.513  0.228
H 1.067 -1.497 0.248  0.229
H 1.945 1.671 -0.477  0.156

y | This record from the OMol25 dataset describes the molecule C3H7FS. The level of theory is wB97M-V/def2-TZVPD.

frontier orbital gap = 9.77 eV
spin multiplicity = 1
SMILES = C[C@@H](F)CS
HOMO level = -0.3298 hartree

Each line ends with the natural charge from an NBO analysis.
Positions of all 12 atoms, in Å:
C 0.064 1.909 1.391  -0.692
C 0.366 0.834 0.343  0.195
F 1.215 -0.357 0.821  -0.404
C -0.935 0.296 -0.512  -0.559
S -0.394 -1.400 -1.146  -0.066
H 1.051 2.211 1.794  0.240
H -0.150 1.370 2.467  0.225
H -0.800 2.713 1.025  0.258
H 0.892 1.494 -0.344  0.174
H -1.879 0.106 0.182  0.224
H -1.171 1.179 -1.304  0.243
H 0.453 -1.683 -0.191  0.162

Most stable: x (next structure +0.836 eV)

w | This record from the OMol25 dataset describes a structure of composition C5H4N2O. The level of theory is wB97M-V/def2-TZVPD.

frontier orbital gap = 8.44 eV
spin multiplicity = 1
HOMO level = -0.3576 hartree

Each line ends with the natural charge from an NBO analysis.
Positions of all 12 atoms, in Å:
C 1.827 0.019 -0.147  0.741
C -0.103 1.502 -0.256  0.110
C -1.289 0.578 0.130  -0.188
C -0.914 -0.660 0.363  -0.273
C 0.048 -1.499 -0.240  0.121
H -0.342 2.811 -0.044  0.195
H -2.532 0.840 0.354  0.267
H -1.589 -1.346 0.795  0.209
H -0.393 -2.524 -0.407  0.218
N 1.177 1.292 -0.513  -0.443
N 1.253 -1.088 -0.681  -0.421
O 2.856 0.075 0.645  -0.537

x | This record from the OMol25 dataset describes a structure of composition C5H4N2O. The level of theory is wB97M-V/def2-TZVPD.

frontier orbital gap = 10.10 eV
spin multiplicity = 1
HOMO level = -0.3601 hartree

Each line ends with the natural charge from an NBO analysis.
Positions of all 12 atoms, in Å:
C -0.523 -0.925 0.374  0.664
C -1.405 0.662 -0.954  0.234
C 0.133 0.401 0.365  -0.278
C 1.607 0.312 0.361  -0.008
C 2.799 0.222 0.494  -0.204
H -2.323 -1.219 -0.620  0.418
H -1.887 0.934 -1.887  0.202
H -0.179 0.897 1.322  0.266
H 3.839 0.089 0.720  0.239
N -1.540 -0.646 -0.461  -0.620
N -0.275 1.189 -0.715  -0.365
O -0.246 -1.915 1.000  -0.548

y | This record from the OMol25 dataset describes the molecule C5H4N2O. The level of theory is wB97M-V/def2-TZVPD.

frontier orbital gap = 8.64 eV
spin multiplicity = 1
SMILES = O=CC=C1N=CC=N1
HOMO level = -0.3766 hartree

Each line ends with the natural charge from an NBO analysis.
Positions of all 12 atoms, in Å:
O 3.689 -0.071 -0.132  -0.481
C 2.538 0.262 0.056  0.407
C 1.218 -0.585 0.081  -0.192
C -0.028 -0.229 -0.099  0.210
N -1.048 -1.206 -0.128  -0.369
C -2.161 -0.556 -0.070  0.013
C -1.848 0.869 -0.032  0.011
N -0.552 1.129 -0.055  -0.386
H 2.285 1.399 -0.067  0.119
H 1.392 -1.711 0.205  0.238
H -3.029 -1.076 0.217  0.215
H -2.454 1.774 0.025  0.215

Most stable: y (next structure +0.292 eV)

w | This record from the OMol25 dataset describes the molecule C5H10N2S. The level of theory is wB97M-V/def2-TZVPD.

frontier orbital gap = 10.13 eV
spin multiplicity = 1
SMILES = CC(C)(S)[C@@H](N)C#N
HOMO level = -0.3502 hartree

Each line ends with the natural charge from an NBO analysis.
Positions of all 18 atoms, in Å:
C -1.325 0.477 0.336  -0.628
C 0.050 -0.270 0.524  -0.127
C 1.143 0.756 0.254  -0.653
S 0.241 -1.227 2.147  -0.018
C 0.231 -1.386 -0.491  0.017
N 0.261 -0.895 -1.812  -0.827
C 1.875 -2.125 -0.210  0.200
N 2.942 -2.492 -0.353  -0.403
H -2.125 -0.393 0.248  0.214
H -1.261 0.962 -0.646  0.219
H -1.683 1.030 1.220  0.242
H 2.070 0.505 0.625  0.237
H 0.909 1.581 0.938  0.218
H 1.261 1.214 -0.723  0.214
H 0.650 -0.206 2.943  0.136
H -0.455 -2.139 -0.454  0.206
H 0.957 -1.203 -2.452  0.396
H 0.386 0.087 -1.774  0.355

x | This record from the OMol25 dataset describes a structure of composition C5H10N2S. The level of theory is wB97M-V/def2-TZVPD.

frontier orbital gap = 9.11 eV
spin multiplicity = 1
HOMO level = -0.3021 hartree

Each line ends with the natural charge from an NBO analysis.
Positions of all 18 atoms, in Å:
C 0.995 -0.206 0.287  -0.051
C 0.313 0.006 -1.136  -0.339
C -1.077 -0.645 -1.118  -0.229
C -1.099 0.527 1.165  -0.208
C 0.267 0.989 0.769  -0.389
H 2.934 0.375 -0.342  0.366
H 2.796 -1.189 -0.182  0.364
H 0.612 -1.180 0.851  0.181
H 0.898 -0.481 -2.036  0.227
H -0.938 -1.688 -0.903  0.169
H -1.637 -0.411 -2.000  0.203
H -2.850 -0.247 0.036  0.379
H -1.091 -0.205 1.944  0.181
H -1.683 1.378 1.508  0.201
H 0.601 1.493 1.773  0.235
N 2.447 -0.318 0.236  -0.842
N -1.770 -0.002 -0.060  -0.670
S 0.282 1.805 -0.791  0.223

y | This record from the OMol25 dataset describes the molecule C5H10N2S. The level of theory is wB97M-V/def2-TZVPD.

frontier orbital gap = 9.05 eV
spin multiplicity = 1
SMILES = S/N=C\NC1CCC1
HOMO level = -0.2991 hartree

Each line ends with the natural charge from an NBO analysis.
Positions of all 18 atoms, in Å:
S -0.383 2.662 -1.013  0.093
N -1.500 1.758 -0.068  -0.621
C -1.161 0.524 0.182  0.251
N -0.032 -0.131 -0.217  -0.632
C 0.045 -1.586 -0.090  -0.040
C 1.498 -2.078 -0.249  -0.399
C 1.652 -2.027 1.281  -0.402
C 0.117 -2.006 1.383  -0.406
H -1.212 3.680 -1.273  0.126
H -1.911 -0.005 0.735  0.186
H 0.450 0.284 -1.000  0.399
H -0.684 -2.107 -0.752  0.183
H 1.474 -3.061 -0.655  0.211
H 2.186 -1.424 -0.864  0.206
H 2.202 -2.876 1.725  0.209
H 2.035 -1.046 1.670  0.215
H -0.277 -3.035 1.465  0.207
H -0.323 -1.348 2.112  0.214

z | This record from the OMol25 dataset describes a structure of composition C5H10N2S. The level of theory is wB97M-V/def2-TZVPD.

frontier orbital gap = 9.43 eV
spin multiplicity = 1
HOMO level = -0.3151 hartree

Each line ends with the natural charge from an NBO analysis.
Positions of all 18 atoms, in Å:
C 2.048 1.450 -1.283  0.102
C 0.690 -0.907 1.068  -0.549
C 0.318 1.524 1.341  -0.075
C -0.374 -0.262 0.142  -0.077
C -1.814 -0.736 0.476  -0.598
N 2.358 0.367 -1.070  -0.345
N -0.345 1.122 0.367  -0.444
S 1.253 0.397 2.206  0.230
H 1.815 2.488 -1.469  0.242
H -0.449 -0.516 -3.404  0.000
H 0.206 -1.650 1.680  0.220
H 1.450 -1.264 0.443  0.243
H 0.185 2.405 1.952  0.209
H -0.589 -1.282 -3.325  0.001
H -0.209 -0.546 -0.911  0.217
H -1.945 -1.834 0.528  0.205
H -2.489 -0.269 -0.165  0.217
H -2.110 -0.486 1.425  0.203

Most stable: y (next structure +0.631 eV)